# 1
DFT (ωB97M-V with the def2-TZVPD basis set) results for a structure of composition C24H33N4O5P2PtS2 in a non-equilibrium geometry.

Output
- Total charge: +1
- LUMO: -4.80 eV
- E_HOMO: -9.491 eV
- Frontier orbital gap: 4.69 eV
- Max |F|: 0.0237 hartree/bohr
- Relative energy (zero: lowest compared OMol25 entry of this formula, charge and spin): 111.4 kJ/mol

```
71
Properties=species:S:1:pos:R:3:forces:R:3:mulliken_charge:R:1
Pt -0.19168 -0.03749 0.78134 0.73 -0.25 0.94 3.373
N 0.38168 0.46604 2.85782 -0.30 0.08 -0.08 -0.757
C 1.74216 -0.00308 3.24043 0.03 -0.02 0.05 -0.784
C 2.81241 0.59405 2.35117 -0.04 0.05 -0.04 -0.449
C 2.70118 0.20273 0.88625 -0.50 -0.51 -0.04 0.060
O 3.43929 0.63050 0.04628 0.10 0.11 -0.01 -0.589
O 1.73088 -0.70712 0.63402 0.65 0.18 -0.41 -0.590
H 0.32194 1.47706 2.93700 0.09 0.01 0.18 0.196
H -0.31434 0.10448 3.50805 0.00 0.00 0.01 0.389
H 1.75441 -1.08882 3.15624 0.02 0.00 -0.01 0.251
H 1.92766 0.25098 4.28410 -0.03 0.02 0.02 0.531
H 3.79168 0.26500 2.70222 0.02 0.02 -0.01 0.456
H 2.82684 1.68500 2.40754 0.06 -0.02 0.11 0.194
C -1.48279 -0.45158 -2.45993 -0.03 -0.10 -0.02 -1.298
P 0.02500 -0.56173 -1.46975 -0.61 0.26 -0.35 0.744
C 0.73841 -2.11394 -1.98140 0.22 -0.04 0.25 -1.186
C 1.11833 0.76421 -2.04768 -0.03 -0.07 0.00 0.741
C 1.95591 0.57734 -3.13922 0.01 0.02 0.00 -1.029
C 2.78077 1.61384 -3.55277 0.03 0.03 0.01 -0.830
C 2.76692 2.83377 -2.89122 0.01 -0.02 -0.02 -0.768
C 1.92569 3.02950 -1.80607 -0.03 0.00 -0.02 -1.041
C 1.10686 1.99098 -1.38344 0.07 0.00 0.03 0.132
P -0.04050 2.10757 -0.00799 0.15 0.14 -0.55 1.008
C 0.54085 3.34128 1.16739 0.09 -0.09 0.14 -1.770
C -1.51637 2.85410 -0.72129 -0.13 0.11 0.27 -1.306
H -1.18663 -0.28833 -3.49732 -0.02 -0.03 -0.02 0.546
H -2.13458 0.35147 -2.13435 -0.01 0.04 -0.04 0.177
H -2.03209 -1.39091 -2.37949 0.09 0.01 0.01 0.298
H 0.68691 -2.11295 -3.07245 0.05 -0.02 -0.01 0.777
H 0.14813 -2.94931 -1.61558 -0.05 -0.04 -0.08 -0.067
H 1.76256 -2.20816 -1.63127 0.03 0.01 -0.03 0.361
H 1.99788 -0.37243 -3.65606 -0.01 0.02 0.01 0.433
H 3.44919 1.46059 -4.38950 -0.01 0.01 0.01 0.445
H 3.42212 3.63171 -3.21382 -0.01 -0.01 0.00 0.436
H 1.92673 3.98467 -1.29493 0.01 -0.02 0.02 0.420
H 0.50821 4.32143 0.69206 0.01 0.02 0.01 0.589
H 1.56065 3.13152 1.48726 -0.01 0.04 -0.04 0.343
H -0.12735 3.36503 2.03088 -0.04 0.07 -0.04 0.440
H -1.18570 3.73535 -1.27368 -0.01 0.01 -0.01 0.590
H -2.22484 3.13578 0.05722 -0.01 -0.01 -0.02 0.483
H -2.01333 2.17211 -1.40144 0.01 0.00 -0.07 0.274
C -6.30036 2.19880 -1.00679 0.02 -0.01 0.01 -1.260
C -5.35524 1.07791 -0.71309 0.07 0.10 0.08 0.792
C -5.50740 -0.18421 -1.27820 -0.03 -0.07 -0.07 -1.018
C -4.54560 -1.13508 -1.00306 0.05 0.04 0.08 -0.043
N -3.52754 -0.89484 -0.16919 -0.20 0.04 -0.06 0.033
C -3.50142 0.32397 0.34766 0.17 -0.13 0.31 0.220
S -2.25884 0.60517 1.61316 -0.56 0.25 -0.54 -0.620
N -4.32188 1.33332 0.10693 -0.11 -0.11 -0.08 -0.390
H -7.32628 1.83858 -1.06970 0.01 0.00 0.00 0.400
H -6.05225 2.64945 -1.97088 0.00 -0.01 0.02 0.289
H -6.22551 2.96490 -0.23956 0.00 0.00 0.00 0.352
H -6.35071 -0.41313 -1.91540 0.04 0.02 -0.02 0.451
H -4.58363 -2.12347 -1.44871 -0.02 -0.01 0.03 0.475
N -0.62940 -2.00769 1.58089 0.30 0.44 0.00 -0.597
C -0.44551 -3.20232 0.78261 -0.07 -0.04 0.16 0.423
C 0.80068 -3.81183 0.77684 -0.08 0.08 0.00 -0.525
C 0.99558 -4.91072 -0.03855 -0.04 -0.10 -0.25 -0.989
C -0.03916 -5.37567 -0.85182 -0.07 0.17 0.43 0.011
C -1.28988 -4.76765 -0.79640 0.05 -0.10 -0.09 -0.798
C -1.50602 -3.67595 0.03184 -0.03 0.03 -0.13 -0.201
S 0.23603 -6.79583 -1.91237 0.17 -0.33 -0.26 1.285
O -0.79135 -6.65200 -2.92756 0.00 0.08 0.05 -0.700
O 1.59719 -6.58635 -2.37518 -0.10 0.09 0.04 -0.691
O 0.06095 -7.90731 -0.99980 -0.02 0.15 -0.04 -0.663
H -0.02006 -2.06841 2.39181 -0.11 -0.15 0.09 0.445
H -1.58962 -1.88518 1.89852 -0.06 -0.26 -0.02 0.593
H 1.61126 -3.40113 1.37043 -0.01 -0.06 0.01 0.225
H 1.95793 -5.40289 -0.10336 -0.02 -0.01 0.03 0.461
H -2.07368 -5.15560 -1.43540 0.01 -0.03 0.03 0.504
H -2.46464 -3.16810 0.06229 0.06 -0.06 0.05 0.313
```
Forces are in eV/Å.

---

# 2
DFT (ωB97M-V with the def2-TZVPD basis set) results for a structure of composition C24H33N4OPPtS2.

Output
- Total charge: +2
- LUMO (alpha / beta): -5.85 / -9.13 eV
- E_HOMO (alpha / beta): -14.090 / -14.141 eV
- Frontier orbital gap (alpha / beta): 8.24 / 5.01 eV
- Max |F|: 0.0109 hartree/bohr
- Multiplicity: 5
- Relative energy (zero: lowest compared OMol25 entry of this formula, charge and spin): 24.5 kJ/mol

```
66
Properties=species:S:1:pos:R:3:forces:R:3:mulliken_spin:R:1
Pt 0.56328 -1.27373 1.06662 -0.50 0.06 0.02 1.299
C 1.37751 -3.28184 0.82364 0.04 -0.32 0.14 0.196
C -0.04035 -3.43719 1.00700 -0.01 -0.31 -0.04 0.194
C -0.66402 -3.19190 -0.24825 0.02 0.04 0.06 0.266
C 0.34418 -2.86426 -1.18598 -0.04 -0.06 -0.02 0.280
C 1.59587 -2.92290 -0.53869 0.03 0.18 0.01 0.244
H 2.14500 -3.57436 1.52266 0.02 0.07 0.00 0.010
H -0.52849 -3.81873 1.88984 -0.01 0.03 0.01 0.007
H -1.72631 -3.20829 -0.43577 0.01 0.02 0.01 0.011
H 0.18470 -2.59743 -2.21856 0.01 0.02 0.02 0.023
H 2.55818 -2.73027 -0.98815 -0.01 0.00 0.01 0.011
S 0.49438 0.80223 2.39518 -0.07 0.23 -0.07 0.557
C 0.87872 -0.12064 3.71612 0.11 -0.42 0.09 -0.004
N 1.10569 -1.44624 3.50662 -0.06 0.27 0.01 0.218
C 1.35681 -2.08416 4.64791 0.14 -0.15 0.13 0.159
C 1.63899 -3.47472 4.78318 -0.07 0.20 -0.07 0.047
C 1.88733 -3.95977 6.02594 0.02 0.04 0.24 0.007
C 1.86281 -3.10532 7.16861 0.01 -0.11 -0.07 0.200
C 1.59078 -1.75244 7.07544 -0.01 -0.02 -0.05 -0.053
C 1.34228 -1.23985 5.81380 0.03 -0.12 -0.05 0.168
S 0.98870 0.38567 5.36469 -0.01 0.07 0.01 -0.018
H 1.65091 -4.11600 3.91262 0.00 0.04 -0.01 -0.006
H 2.10956 -5.00902 6.16408 -0.01 0.01 0.02 0.002
H 2.06429 -3.53381 8.14172 0.00 -0.01 -0.02 0.006
H 1.57329 -1.12569 7.95639 0.01 -0.01 -0.01 0.002
O -0.76824 -0.07606 -0.11413 0.12 0.24 -0.48 0.119
P -0.67579 0.94960 -1.26743 0.12 -0.27 0.19 0.028
N 0.86079 1.03411 -1.81998 0.09 -0.24 -0.11 -0.019
C 2.05790 0.68341 -1.05203 -0.13 0.13 0.00 0.016
C 3.09786 0.38346 -2.12341 -0.07 0.01 -0.07 0.007
C 2.72247 1.38230 -3.22026 0.01 -0.04 -0.01 0.000
C 1.19563 1.32618 -3.23344 0.04 0.02 0.08 0.003
N -1.71968 0.51518 -2.42663 -0.36 -0.10 -0.04 0.002
C -2.34329 -0.82312 -2.52694 0.06 0.06 -0.08 0.014
C -3.47655 -0.62546 -3.53423 0.00 -0.02 0.00 0.003
C -2.97560 0.51370 -4.41827 -0.02 0.00 -0.01 0.000
C -2.30020 1.44941 -3.42563 0.09 -0.10 0.02 0.001
N -1.08157 2.45647 -0.84285 -0.16 0.41 0.35 0.010
C -2.41432 2.75492 -0.24616 0.14 0.01 0.00 0.002
C -2.14780 3.93675 0.68597 -0.03 0.01 -0.04 -0.002
C -0.95342 4.63542 0.04069 0.01 0.02 0.00 0.002
C -0.08650 3.47613 -0.43247 -0.08 -0.01 -0.02 -0.006
H 1.81594 -0.17502 -0.41415 0.45 0.05 -0.10 -0.009
H 2.38465 1.49848 -0.39530 -0.02 0.02 -0.06 -0.002
H 2.96983 -0.63560 -2.50177 0.02 0.01 0.04 0.000
H 4.11689 0.49264 -1.75899 0.01 0.01 -0.02 0.000
H 3.14820 1.13983 -4.19161 0.01 0.00 0.02 0.000
H 3.06067 2.38142 -2.93975 -0.01 0.00 -0.02 0.000
H 0.83029 0.52630 -3.88308 -0.01 0.01 0.00 0.000
H 0.74883 2.26417 -3.56592 0.02 0.02 0.04 0.000
H -2.69997 -1.15357 -1.55223 0.00 0.00 0.01 -0.003
H -1.62493 -1.55719 -2.90371 0.01 0.03 -0.03 -0.001
H -4.39303 -0.33241 -3.01920 0.03 0.02 0.01 0.000
H -3.68248 -1.53632 -4.09311 -0.03 0.00 0.02 0.000
H -3.77510 1.01367 -4.96103 0.01 -0.02 -0.02 0.000
H -2.25173 0.14156 -5.14627 0.01 0.01 0.02 0.000
H -3.03256 2.10805 -2.95844 -0.02 0.01 0.05 0.000
H -1.53072 2.06836 -3.88268 0.02 -0.01 0.00 0.000
H -2.81079 1.88831 0.28324 0.01 -0.03 0.00 0.002
H -3.12260 3.02911 -1.02738 0.01 0.02 -0.06 0.000
H -1.88830 3.58835 1.68808 0.01 -0.03 -0.02 0.001
H -3.02025 4.58091 0.77128 0.00 0.00 0.04 0.000
H -0.41648 5.28748 0.72697 -0.02 0.02 -0.02 0.000
H -1.27873 5.23367 -0.81171 0.01 -0.01 -0.01 0.000
H 0.54199 3.12076 0.39251 0.00 -0.05 0.00 0.004
H 0.56458 3.73529 -1.26521 0.00 0.00 -0.03 0.000
```
Forces are in eV/Å.